Record 1
2 unconnected molecules or ions with the total composition CH5S2 in a non-equilibrium geometry. Source: the OMol25 dataset; level of theory: ωB97M-V/def2-TZVPD.

Structure (ORCA input):
```
! RIJCOSX wB97M-V def2-TZVPD def2/J DEFGRID3
* xyz -1 1
S 1.539 0.368 1.362
H 2.647 -0.366 0.798
C -0.653 -1.161 -0.334
S -1.350 0.288 -1.201
H -0.140 -0.824 0.533
H -1.559 -1.770 0.019
H 0.165 -1.618 -0.893
H -0.228 1.043 -1.035
*
```

Calculated values
Calculated total energy: -22789.0859 eV
Gap between HOMO and LUMO: 0.233 hartree
HOMO level: -0.101 Ha
E_LUMO: 3.60 eV
Energy above the lowest of the compared OMol25 structures with the same formula, charge and spin: 50.5 kJ/mol

Record 2
A molecular structure, C37H34GeN2O2S2Tc. Source: the OMol25 dataset; level of theory: ωB97M-V/def2-TZVPD.

Structure (ORCA input):
```
! RIJCOSX wB97M-V def2-TZVPD def2/J DEFGRID3
* xyz 3 1
Tc -1.480 0.576 0.326
S -1.290 -1.681 0.712
C 0.389 -1.957 0.454
N 1.036 -2.938 1.003
C 2.480 -3.111 0.727
C 2.756 -2.776 -0.710
N 2.223 -1.427 -1.019
C 3.068 -0.617 -1.949
C 4.363 -0.269 -1.263
C 5.563 -0.769 -1.754
C 6.756 -0.445 -1.121
C 6.746 0.365 0.004
C 5.545 0.862 0.499
C 4.354 0.547 -0.134
C 1.129 -1.030 -0.478
S 0.453 0.551 -0.815
C 0.463 -3.857 2.033
C 1.326 -3.832 3.264
C 2.037 -4.962 3.644
C 2.839 -4.926 4.778
C 2.935 -3.760 5.521
C 2.224 -2.626 5.141
C 1.418 -2.662 4.016
H 2.738 -4.147 0.937
H 3.046 -2.479 1.413
H 2.292 -3.479 -1.405
H 3.828 -2.746 -0.890
H 2.498 0.255 -2.258
H 3.241 -1.251 -2.819
H 5.575 -1.392 -2.641
H 7.692 -0.823 -1.510
H 7.676 0.619 0.494
H 5.542 1.504 1.370
H 3.421 0.959 0.243
H 0.439 -4.851 1.584
H -0.557 -3.542 2.233
H 1.953 -5.880 3.072
H 3.383 -5.810 5.082
H 3.557 -3.734 6.406
H 2.291 -1.723 5.733
H 0.844 -1.784 3.734
C -4.853 5.761 1.082
C -4.271 5.943 -0.166
C -3.713 4.864 -0.827
C -3.745 3.585 -0.235
C -4.335 3.414 1.030
C -4.884 4.501 1.678
Ge -3.095 2.216 -1.335
C -3.444 0.350 -0.998
C -4.482 -0.113 -0.147
C -4.976 -1.396 -0.280
C -4.476 -2.230 -1.276
C -3.455 -1.805 -2.127
C -2.930 -0.539 -1.985
C -2.087 2.620 -2.879
C -1.040 3.545 -2.748
C -0.283 3.887 -3.858
C -0.575 3.326 -5.095
C -1.617 2.415 -5.231
C -2.368 2.050 -4.127
H -5.293 6.606 1.597
H -4.260 6.922 -0.626
H -3.280 5.012 -1.809
H -4.363 2.447 1.512
H -5.347 4.373 2.647
H -4.899 0.539 0.606
H -5.768 -1.742 0.372
H -4.894 -3.222 -1.396
H -3.094 -2.458 -2.910
H -2.152 -0.201 -2.659
H -0.824 4.011 -1.793
H 0.520 4.606 -3.762
H 0.004 3.612 -5.963
H -1.849 1.999 -6.202
H -3.193 1.357 -4.253
O -2.843 0.720 2.054
C -1.890 1.205 2.691
O -0.777 1.309 2.043
H -1.962 1.561 3.719
*
```

Calculated values
Calculated total energy: -126355.1357 eV
Gap between HOMO and LUMO (spin up / spin down): 0.198 / 0.197 hartree
HOMO level (spin up / spin down): -0.589 / -0.589 Ha
E_LUMO (spin up / spin down): -10.65 / -10.67 eV
Energy above the lowest of the compared OMol25 structures with the same formula, charge and spin: 36.3 kJ/mol

Record 3
A molecular structure, CH6NPS in a non-equilibrium geometry. Source: the OMol25 dataset; level of theory: ωB97M-V/def2-TZVPD.

Structure (ORCA input):
```
! RIJCOSX wB97M-V def2-TZVPD def2/J DEFGRID3
* xyz 0 1
C 0.084 -1.566 0.229
N -0.275 0.976 -0.946
P -1.518 0.744 1.762
S -0.024 0.066 0.498
H -0.619 -2.110 0.832
H 1.083 -1.952 0.166
H 0.756 0.937 -1.764
H -1.066 0.640 -1.481
H -1.317 2.015 1.251
H 1.254 0.625 0.554
*
```

Calculated values
Calculated total energy: -22742.6541 eV
Gap between HOMO and LUMO: 0.290 hartree
HOMO level: -0.286 Ha
E_LUMO: 0.09 eV
Energy above the lowest of the compared OMol25 structures with the same formula, charge and spin: 591.0 kJ/mol

Record 4
3 unconnected molecules or ions with the total composition C11H25FN2O6Si. Source: the OMol25 dataset; level of theory: ωB97M-V/def2-TZVPD.

Structure (ORCA input):
```
! RIJCOSX wB97M-V def2-TZVPD def2/J DEFGRID3
* xyz 0 1
H -0.758 -1.232 3.163
N -1.236 -0.501 2.631
C -0.779 -0.414 1.456
C 0.300 -1.257 0.829
Si 1.948 -1.256 1.753
C 3.140 -0.005 1.042
N 4.485 -0.061 1.652
C 2.765 -2.966 1.684
C 1.846 -4.156 1.952
F 3.355 -3.104 0.394
H -1.227 0.350 0.817
H -0.066 -2.284 0.730
H 0.501 -0.904 -0.185
H 1.733 -0.973 3.199
H 3.246 -0.169 -0.031
H 2.746 1.008 1.162
H 4.436 -0.221 2.653
H 4.993 -0.853 1.274
H 3.601 -2.985 2.390
H 1.768 -4.744 1.039
H 0.834 -3.858 2.235
H 2.235 -4.804 2.735
C -4.362 0.628 2.220
O -4.564 1.741 1.333
C -5.345 1.481 0.292
O -5.868 0.426 0.039
O -5.445 2.589 -0.448
C -6.266 2.446 -1.612
H -3.697 0.989 2.996
H -5.314 0.303 2.635
H -3.890 -0.198 1.693
H -7.284 2.179 -1.331
H -5.866 1.679 -2.271
H -6.246 3.417 -2.098
C 4.195 1.738 -2.366
O 2.829 1.378 -2.115
C 2.022 1.477 -3.169
O 2.339 1.837 -4.272
O 0.797 1.106 -2.791
C -0.185 1.168 -3.834
H 4.704 1.603 -1.416
H 4.623 1.091 -3.129
H 4.260 2.773 -2.693
H 0.089 0.510 -4.655
H -0.280 2.186 -4.206
H -1.113 0.842 -3.374
*
```

Calculated values
Calculated total energy: -37672.2562 eV
Gap between HOMO and LUMO: 0.354 hartree
HOMO level: -0.334 Ha
SMILES: [H]/N=C\C[Si@H](CN)[C@@H](C)F.COC(=O)OC.COC(=O)OC
E_LUMO: 0.55 eV

Record 5
15 unconnected molecules or ions with the total composition CH29O17 in a non-equilibrium geometry. Source: the OMol25 dataset; level of theory: ωB97M-V/def2-TZVPD.

Structure (ORCA input):
```
! RIJCOSX wB97M-V def2-TZVPD def2/J DEFGRID3
* xyz -1 1
C 0.737 0.198 -0.529
O -0.066 0.596 -1.386
O 0.293 -0.213 0.714
O 1.972 0.243 -0.715
H -0.650 -0.320 0.829
O -3.023 -2.593 0.811
H -2.895 -1.853 1.403
H -3.881 -2.444 0.359
O 0.666 -3.138 1.410
H 1.428 -2.930 0.877
H 0.440 -4.069 1.201
O -0.900 -2.630 -0.825
H -1.812 -2.491 -0.475
H -0.453 -2.573 0.060
O 2.932 0.266 1.967
H 3.620 -0.374 2.077
H 2.698 0.080 1.054
O -0.188 3.149 -0.626
H -0.284 2.219 -0.730
H -1.051 3.491 -0.968
O 3.272 -1.502 -2.061
H 2.969 -0.888 -1.395
H 2.453 -1.650 -2.591
O -2.649 0.134 -0.324
H -3.502 -0.248 -0.352
H -2.731 0.584 0.545
O -1.130 -1.293 -3.269
H -1.690 -1.915 -2.818
H -0.836 -0.833 -2.522
O 2.766 2.937 -0.655
H 2.344 2.098 -0.770
H 3.356 2.796 0.052
O -0.563 1.373 3.216
H -0.533 1.756 4.085
H -0.060 0.602 3.291
O 1.718 1.046 -3.326
H 1.155 0.836 -4.081
H 1.268 0.708 -2.502
O 1.279 -0.650 3.866
H 1.809 -0.512 3.075
H 1.495 0.126 4.386
O -3.042 1.376 2.102
H -3.659 0.716 2.325
H -2.306 1.206 2.678
O -1.169 2.090 -3.444
H -0.886 1.574 -2.690
H -0.710 2.918 -3.329
*
```

Calculated values
Calculated total energy: -36318.3878 eV
Gap between HOMO and LUMO: 0.299 hartree
HOMO level: -0.234 Ha
E_LUMO: 1.77 eV
Energy above the lowest of the compared OMol25 structures with the same formula, charge and spin: 124.5 kJ/mol

Record 6
A molecular structure, C18H33B6F24N6Zn2 in a non-equilibrium geometry. Source: the OMol25 dataset; level of theory: ωB97M-V/def2-TZVPD.

Structure (ORCA input):
```
! RIJCOSX wB97M-V def2-TZVPD def2/J DEFGRID3
* xyz 1 1
Zn -0.119 3.051 1.853
Zn -0.884 -1.618 3.412
C -4.226 -3.633 -2.207
C -3.910 -2.787 -3.432
N -2.453 -2.499 -3.588
C -1.811 -2.286 -4.786
C -0.500 -2.143 -4.503
N -0.360 -2.291 -3.143
C -1.551 -2.544 -2.628
C 0.894 -2.174 -2.404
H -3.389 -4.246 -1.884
H -5.062 -4.297 -2.411
H -4.507 -2.986 -1.376
H -4.376 -1.804 -3.420
H -4.177 -3.305 -4.352
H -2.362 -2.338 -5.707
H 0.323 -1.865 -5.136
H -1.753 -2.713 -1.583
H 1.482 -1.366 -2.835
H 1.443 -3.111 -2.444
H 0.704 -1.878 -1.373
C 4.253 1.610 4.433
C 5.297 1.292 3.387
N 5.191 -0.093 2.890
C 4.054 -0.649 2.351
C 4.354 -1.888 1.949
N 5.696 -2.090 2.238
C 6.151 -0.991 2.814
C 6.337 -3.397 2.180
H 4.168 2.688 4.553
H 4.463 1.152 5.397
H 3.262 1.299 4.096
H 6.313 1.411 3.762
H 5.181 1.960 2.533
H 3.161 -0.052 2.314
H 3.729 -2.653 1.527
H 7.122 -0.893 3.271
H 7.382 -3.343 2.472
H 6.372 -3.683 1.126
H 5.775 -4.129 2.747
C -2.895 2.143 -6.444
C -3.986 1.619 -5.543
N -3.521 1.205 -4.194
C -2.209 1.037 -3.794
C -2.234 0.816 -2.465
N -3.551 0.822 -2.067
C -4.304 0.998 -3.142
C -4.059 0.803 -0.686
H -2.627 3.168 -6.184
H -3.334 2.226 -7.438
H -2.005 1.523 -6.456
H -4.502 0.756 -5.969
H -4.759 2.367 -5.368
H -1.409 1.188 -4.490
H -1.547 0.595 -1.665
H -5.374 1.123 -3.133
H -5.112 1.079 -0.701
H -3.490 1.545 -0.134
H -4.003 -0.199 -0.273
B 2.712 4.719 2.453
F 3.036 4.206 1.187
F 3.639 4.280 3.395
F 2.584 6.094 2.440
F 1.402 4.161 2.806
B -0.767 3.826 -0.511
F -0.076 2.717 -1.022
F -1.840 3.338 0.291
F 0.135 4.468 0.419
F -1.188 4.687 -1.477
B 0.837 0.565 1.339
F 0.691 -0.237 2.493
F 1.447 -0.123 0.314
F -0.450 1.070 1.023
F 1.545 1.721 1.724
B -1.250 1.786 4.041
F 0.023 2.363 3.757
F -1.724 2.176 5.250
F -2.030 2.327 2.965
F -1.223 0.349 4.034
B -1.871 -1.692 0.992
F -2.793 -2.690 0.702
F -0.645 -2.240 1.473
F -1.695 -0.906 -0.136
F -2.335 -0.881 2.061
B 1.058 -1.935 5.253
F -0.301 -1.475 5.464
F 1.952 -0.914 5.485
F 1.339 -3.041 5.996
F 1.038 -2.252 3.844
*
```

Calculated values
Calculated total energy: -194289.4733 eV
Gap between HOMO and LUMO: 0.344 hartree
HOMO level: -0.453 Ha
E_LUMO: -2.97 eV
Energy above the lowest of the compared OMol25 structures with the same formula, charge and spin: 104.7 kJ/mol